Below is a structure of composition C47H50GeN2O9P2SeTeTl, with properties calculated with ωB97M-V/def2-TZVPD.

Properties
Kohn-Sham gap (spin up / spin down), eV: 4.326 / 5.173
Net charge: -2
Energy relative to the best compared isomer or geometry (same formula, charge and spin), kcal/mol: 86.5
Spin multiplicity: 2
E_HOMO (spin up / spin down), hartree: -0.0198 / -0.0759

The geometry in XYZ format:
```
114
C47H50GeN2O9P2SeTeTl, DFT ωB97M-V/def2-TZVPD
Tl 0.1768 -0.3895 -0.3875
C -1.2267 -2.2246 3.6692
C -0.3200 -2.1673 2.4579
O 0.1585 -1.0719 2.1359
C -0.2177 -3.3491 1.6594
C 0.3777 -3.3367 0.4222
C -0.1467 -4.2276 -0.6748
N 1.4406 -2.5521 0.0574
N 2.3755 -2.3279 1.0016
C 2.9690 -1.1683 1.0424
O 2.5106 -0.0827 0.5327
C 4.2449 -1.1137 1.8419
C 4.9414 -2.2675 2.2062
C 6.1382 -2.1799 2.9074
C 6.6566 -0.9365 3.2618
C 5.9633 0.2138 2.9084
C 4.7713 0.1226 2.1957
H -0.9670 -1.4194 4.3565
H -1.1626 -3.1912 4.1728
H -2.2555 -2.0804 3.3175
H -0.9494 -4.1268 1.8609
H -0.0116 -5.2767 -0.3912
H 0.3984 -4.0362 -1.5991
H -1.2095 -4.0581 -0.8466
H 4.5282 -3.2281 1.9220
H 6.6779 -3.0832 3.1648
H 7.5951 -0.8675 3.8007
H 6.3596 1.1896 3.1700
H 4.2434 1.0165 1.8774
C 6.1495 2.5848 -0.0046
C 6.1491 1.4212 -0.7657
C 4.9782 0.9847 -1.3811
C 3.7876 1.7034 -1.2525
C 3.7994 2.8675 -0.4715
C 4.9693 3.3082 0.1435
Ge 2.0804 0.9855 -1.9292
C 2.6395 -0.4021 -3.2158
C 2.9128 -1.7020 -2.7712
C 3.2744 -2.7016 -3.6699
C 3.3567 -2.4226 -5.0302
C 3.0777 -1.1384 -5.4864
C 2.7207 -0.1385 -4.5851
C 1.4307 2.4383 -3.1013
C 0.1165 2.4156 -3.5853
C -0.3686 3.4444 -4.3877
C 0.4550 4.5172 -4.7189
C 1.7647 4.5547 -4.2463
C 2.2458 3.5246 -3.4391
H 7.0600 2.9192 0.4812
H 7.0610 0.8436 -0.8719
H 4.9877 0.0650 -1.9602
H 2.8790 3.4312 -0.3313
H 4.9560 4.2111 0.7458
H 2.8179 -1.9464 -1.7145
H 3.4847 -3.7007 -3.3042
H 3.6265 -3.2016 -5.7332
H 3.1364 -0.9155 -6.5460
H 2.4936 0.8574 -4.9556
H -0.5510 1.6032 -3.3215
H -1.3943 3.4051 -4.7383
H 0.0788 5.3244 -5.3387
H 2.4106 5.3884 -4.5012
H 3.2663 3.5674 -3.0663
C -2.0734 1.9343 1.9918
P -0.2951 1.6980 1.6273
C 0.4519 1.5982 3.2948
C 1.8475 1.6485 3.3577
C 2.5094 1.5675 4.5728
C 1.7821 1.4353 5.7528
C 0.3960 1.3593 5.6988
C -0.2655 1.4291 4.4734
C 0.1593 3.4348 1.1763
C 0.2551 3.7449 -0.1829
C 0.5728 5.0335 -0.6038
C 0.8051 6.0307 0.3341
C 0.7127 5.7356 1.6929
C 0.3907 4.4487 2.1110
H -2.2359 2.7697 2.6747
H -2.4729 1.0009 2.4004
H -2.5690 2.1129 1.0351
H 2.4088 1.7291 2.4281
H 3.5932 1.6008 4.6010
H 2.2943 1.3681 6.7065
H -0.1764 1.2495 6.6117
H -1.3464 1.3416 4.4469
H 0.0524 2.9755 -0.9176
H 0.6393 5.2463 -1.6666
H 1.0583 7.0355 0.0130
H 0.8952 6.5099 2.4306
H 0.3268 4.2313 3.1719
C -3.7097 -5.4495 0.7971
C -4.3378 -4.0756 0.9317
O -3.3004 -3.1033 0.9887
P -3.4386 -1.6386 0.2082
O -2.1733 -0.9679 0.6951
Te -3.6266 -2.5721 -2.1111
O -4.8135 -1.3151 0.9963
C -5.6889 -0.1807 0.9732
C -6.2085 0.0168 2.3828
H -4.4821 -6.2264 0.8497
H -2.9824 -5.6138 1.5994
H -3.1911 -5.5260 -0.1620
H -4.9469 -4.0150 1.8388
H -4.9990 -3.8974 0.0826
H -6.5064 -0.3852 0.2839
H -5.1701 0.7025 0.6269
H -6.6315 -0.9138 2.7715
H -6.9817 0.7924 2.3928
H -5.3913 0.3223 3.0419
O -1.7736 -0.9052 -2.1300
Se -2.6031 0.5490 -1.9015
O -3.1610 1.1029 -3.3212
O -1.5735 1.6058 -1.1862
O -3.8884 0.1996 -0.8901
```

=====

Below is a structure of composition C3H4BiO3, with properties calculated with ωB97M-V/def2-TZVPD.

Properties
Kohn-Sham gap (spin up / spin down), eV: 6.859 / 6.646
Net charge: +1
Energy relative to the best compared isomer or geometry (same formula, charge and spin), kcal/mol: 88.3
E_HOMO (spin up / spin down), hartree: -0.4401 / -0.4472

The geometry in XYZ format:
```
11
C3H4BiO3, DFT ωB97M-V/def2-TZVPD
O 0.3431 -0.5308 1.7681
C 0.7576 0.6898 2.2127
C 0.8526 1.7081 1.1216
O 0.6361 1.3975 -0.0465
Bi -0.0164 -0.6372 -0.1396
H 1.7637 0.6862 2.6938
H 0.0936 1.1504 2.9813
H 1.1714 2.7364 1.3701
C -1.1048 -1.5881 -1.8281
O -0.9905 -0.8630 -2.9235
H -1.4129 -1.2882 -3.6871
```

=====

Below is the molecule C23H31N3O3S, with properties calculated with ωB97M-V/def2-TZVPD.

Properties
Kohn-Sham gap, eV: 8.626
Energy relative to the best compared isomer or geometry (same formula, charge and spin), kcal/mol: 16.0
SMILES: CCCC(O)(CCC)C(=O)NN(C(=O)Nc1csc2c1CCCC2)c1ccccc1
E_HOMO, hartree: -0.2948

The geometry in XYZ format:
```
61
C23H31N3O3S, DFT ωB97M-V/def2-TZVPD
C 3.7454 -0.7565 3.4806
C 3.3622 -1.1828 2.0694
C 4.0319 -0.2941 1.0214
C 3.7519 -0.7695 -0.4146
O 4.4004 -1.9993 -0.6253
C 4.1741 0.2737 -1.4817
C 5.6144 0.7801 -1.3777
C 6.6515 -0.2950 -1.6739
C 2.2489 -1.0232 -0.6273
O 1.8580 -2.0793 -1.0861
N 1.4487 0.0419 -0.3912
N 0.0498 -0.0850 -0.3980
C -0.5748 0.5590 0.6570
O 0.0982 1.0545 1.5430
N -1.9275 0.6172 0.5628
C -2.7875 1.2035 1.4915
C -2.4276 1.7860 2.6668
S -3.7971 2.3699 3.5316
C -4.8714 1.8187 2.2887
C -4.1990 1.2270 1.2666
C -4.8965 0.6560 0.0687
C -6.3350 1.1700 -0.0055
C -7.0182 1.0561 1.3549
C -6.3486 1.9956 2.3591
C -0.5412 -0.6787 -1.5283
C -1.5592 -1.6187 -1.3847
C -2.1327 -2.1869 -2.5074
C -1.6870 -1.8423 -3.7722
C -0.6551 -0.9291 -3.9127
C -0.0845 -0.3430 -2.7993
H 3.4190 0.2638 3.6698
H 3.2760 -1.4068 4.2145
H 4.8236 -0.8057 3.6165
H 2.2757 -1.1343 1.9674
H 3.6701 -2.2160 1.8988
H 3.7106 0.7423 1.1444
H 5.1111 -0.3372 1.1727
H 3.7335 -2.6062 -0.9922
H 4.0346 -0.1902 -2.4616
H 3.4972 1.1281 -1.4108
H 5.7864 1.1958 -0.3841
H 5.7297 1.5965 -2.0961
H 7.6555 0.1099 -1.5676
H 6.5337 -1.1332 -0.9949
H 6.5337 -0.6637 -2.6903
H 1.7309 0.7629 0.2689
H -2.3653 0.2373 -0.2639
H -1.4444 1.9028 3.0704
H -4.9008 -0.4377 0.1392
H -4.3641 0.9266 -0.8487
H -6.3289 2.2173 -0.3143
H -6.8883 0.6007 -0.7544
H -6.9407 0.0272 1.7119
H -8.0765 1.3056 1.2671
H -6.6041 3.0340 2.1228
H -6.7050 1.7963 3.3719
H -1.8722 -1.9279 -0.3982
H -2.9200 -2.9166 -2.3906
H -2.1318 -2.2956 -4.6447
H -0.2931 -0.6690 -4.8960
H 0.7218 0.3671 -2.9045
```

=====

Below is a cluster of 3 separate species, C3H13NO4 in total, with properties calculated with ωB97M-V/def2-TZVPD.

Properties
Kohn-Sham gap, eV: 9.958
Energy relative to the best compared isomer or geometry (same formula, charge and spin), kcal/mol: 64.5
SMILES: OCCNCO.O.O
E_HOMO, hartree: -0.3462

The geometry in XYZ format:
```
21
C3H13NO4, DFT ωB97M-V/def2-TZVPD
O 1.2300 -0.5692 1.2407
C 1.4138 0.6431 0.5360
C 0.0680 1.3082 0.4605
N -1.0390 0.5776 -0.1991
C -1.7457 -0.4034 0.6407
O -2.2746 0.2595 1.8024
H 1.1816 -1.2399 0.4916
H 2.0272 1.3050 1.1973
H 2.0185 0.4180 -0.4260
H -0.2331 1.6007 1.3863
H 0.1848 2.3465 -0.0320
H -1.7585 1.1599 -0.5560
H -2.6452 -0.9048 0.1634
H -0.9168 -1.2005 1.0816
H -1.6976 0.1361 2.4885
O 0.9683 0.3266 -2.6103
H 0.4399 0.4508 -1.8836
H 0.5201 0.6918 -3.4141
O 1.0872 -1.8661 -1.1371
H 0.2258 -1.9458 -1.3751
H 1.4225 -1.3551 -1.9168
```

=====

Below is a cluster of 2 separate species, C4H9NO in total, with properties calculated with ωB97M-V/def2-TZVPD.

Properties
Kohn-Sham gap, eV: 9.171
Energy relative to the best compared isomer or geometry (same formula, charge and spin), kcal/mol: 41.1
SMILES: C=CN.CC=O
E_HOMO, hartree: -0.2994

The geometry in XYZ format:
```
15
C4H9NO, DFT ωB97M-V/def2-TZVPD
C 1.7168 0.2517 -0.9642
C 1.4551 -0.9253 -0.3813
N 1.2516 -1.1718 0.9658
H 1.8271 1.1788 -0.4081
H 1.8751 0.2924 -2.0358
H 1.4376 -1.8197 -1.0028
H 0.7667 -0.4524 1.4894
H 0.9102 -2.0926 1.1936
C -1.8463 0.2828 -0.2969
C -1.2963 1.1734 0.7764
O -0.7945 0.7947 1.8119
H -2.8775 0.5723 -0.5292
H -1.2458 0.4200 -1.2031
H -1.8065 -0.7651 0.0071
H -1.3734 2.2608 0.5773
```

=====

Below is a structure of composition C34H41ClN4P2Re, with properties calculated with ωB97M-V/def2-TZVPD.

Properties
Kohn-Sham gap (spin up / spin down), eV: 3.691 / 4.131
Net charge: +2
Energy relative to the best compared isomer or geometry (same formula, charge and spin), kcal/mol: 13.0
Spin multiplicity: 4
E_HOMO (spin up / spin down), hartree: -0.4415 / -0.4577

The geometry in XYZ format:
```
83
C34H41ClN4P2Re, DFT ωB97M-V/def2-TZVPD
Re 0.2097 -4.6369 0.3413
C 2.0188 -5.3110 0.6638
C 1.7324 -5.2020 -0.8109
C 1.5241 -6.4906 -1.6022
C 0.0947 -7.0535 -1.3388
C -0.7229 -6.1525 -0.4389
C -0.5985 -6.2551 1.0437
C 0.4634 -7.0697 1.7457
C 1.9527 -6.5957 1.4402
C -0.2510 -2.6803 1.0018
H 2.9181 -4.7448 0.9188
H 2.4134 -4.4746 -1.2979
H 2.2957 -7.2679 -1.4060
H 1.5806 -6.2140 -2.6748
H -0.4214 -7.1058 -2.3136
H 0.1754 -8.0819 -0.9563
H -1.7450 -6.0377 -0.7809
H -1.5526 -6.2650 1.5731
H 0.3573 -8.1512 1.5253
H 0.3204 -6.9722 2.8415
H 2.4417 -6.4279 2.4160
H 2.5185 -7.4097 0.9568
H -0.0028 -2.6344 2.0564
H -1.2547 -2.3054 0.8115
H 0.4916 -2.1246 0.4036
P -0.1045 -2.2925 -2.6939
P 3.1834 -1.8661 -2.2101
N -1.5778 -3.2994 -3.0926
N -0.8220 -0.7782 -3.0702
N 3.7984 -2.6243 1.8654
N 4.1549 -0.5971 -1.8213
C 1.0923 -2.5584 -4.0773
C 2.4578 -1.7778 -3.8982
C -2.7036 -3.5816 -2.3004
C -3.7034 -4.1112 -3.1084
C -3.2023 -4.1470 -4.4445
C -1.9025 -3.6692 -4.3957
C -1.9479 -0.2760 -2.3857
C -2.5081 0.7259 -3.1532
C -1.7421 0.8466 -4.3641
C -0.7120 -0.0697 -4.2759
C 3.0947 -3.1154 2.9324
C 3.9241 -3.2067 4.0881
C 5.1890 -2.6832 3.6972
C 5.0546 -2.3125 2.3176
C 5.2223 -0.5116 -0.8941
C 5.4239 0.8241 -0.5983
C 4.4351 1.5824 -1.3340
C 3.6552 0.7009 -2.0439
H 0.6537 -2.3715 -5.0808
H 1.2872 -3.6496 -4.0442
H 3.2220 -2.3323 -4.4773
H 2.4266 -0.7438 -4.2794
H -2.7063 -3.4316 -1.2255
H -4.6949 -4.4257 -2.7885
H -3.7304 -4.4745 -5.3331
H -1.1682 -3.5924 -5.1757
H -2.2027 -0.6704 -1.4166
H -3.3536 1.3310 -2.8847
H -1.9324 1.5128 -5.1941
H 0.1057 -0.2836 -4.9383
H 2.0405 -3.3675 2.8601
H 3.5832 -3.5568 5.0523
H 6.0767 -2.5656 4.3006
H 5.8034 -1.8005 1.7161
H 5.7224 -1.3910 -0.5152
H 6.1668 1.2348 0.0713
H 4.2908 2.6492 -1.3104
H 2.7789 0.8234 -2.6642
Cl 0.1373 -0.1312 4.2290
C -0.0511 1.0573 3.0021
C -1.0220 2.0462 3.1354
C -1.2591 2.9544 2.0835
C -0.5227 2.8421 0.8968
C 0.4442 1.8654 0.7376
C 0.7572 0.9419 1.7961
C 1.7886 0.0360 1.6717
H -1.6195 2.0918 4.0511
H -2.0376 3.7127 2.1810
H -0.7417 3.5048 0.0600
H 1.0250 1.7560 -0.1836
H 2.3760 0.0254 0.7646
H 2.0710 -0.6250 2.4771
```

=====

Below is a structure of composition C32H93CrF12N9O23S4, with properties calculated with ωB97M-V/def2-TZVPD.

Properties
Kohn-Sham gap (spin up / spin down), eV: 4.484 / 5.816
Net charge: +1
Spin multiplicity: 4
E_HOMO (spin up / spin down), hartree: -0.3822 / -0.3822

The geometry in XYZ format:
```
174
C32H93CrF12N9O23S4, DFT ωB97M-V/def2-TZVPD
Cr 1.0527 1.0053 3.1888
C 2.4763 -2.3683 5.6391
F 1.1938 -2.5999 5.4738
F 2.8867 -2.8494 6.7813
F 3.1628 -2.9475 4.6429
S 2.8776 -0.5194 5.5740
O 1.7875 0.0831 6.3189
O 4.2128 -0.4792 6.1094
N 2.6273 0.0112 3.8604
S 4.1741 -0.0667 3.3094
O 4.9896 -1.1670 3.7083
O 4.0537 0.0409 1.8540
C 5.1047 1.4990 3.9944
F 5.4602 2.3457 3.0175
F 4.3102 2.1362 4.8580
F 6.2250 1.1324 4.5596
C 0.0068 2.0106 -0.4561
F 0.5583 3.1124 0.0381
F -1.1432 1.8021 0.1676
F -0.2052 2.1155 -1.7479
S 1.0750 0.4596 -0.2462
O 0.6333 -0.5068 -1.2258
O 2.4411 0.8918 -0.4133
N 0.8057 0.0419 1.4655
S 0.7041 -1.5437 1.3754
O 1.7277 -2.1888 0.5980
O 0.6997 -2.0092 2.7280
C -1.0535 -2.0351 0.7031
F -1.7854 -0.9815 0.4164
F -0.8724 -2.7692 -0.3972
F -1.5987 -2.8586 1.5779
O 2.2157 2.4555 2.2181
H 2.8423 2.4641 1.4489
H 2.3944 3.2745 2.6998
O -2.2821 -1.6381 4.0879
H -2.4311 -2.5880 4.3293
H -3.1534 -1.3099 3.8528
O -2.9802 1.3440 2.3286
H -3.6239 2.0497 2.0998
H -3.5314 0.5844 2.5884
O -4.8470 -2.6792 0.0478
H -4.1492 -3.2479 0.3921
H -5.1504 -3.1214 -0.7514
O -0.1577 -0.1248 4.4087
H -0.1168 0.0789 5.3561
H -0.9751 -0.6741 4.2877
O 4.2273 2.7320 0.4782
H 4.4612 1.9695 -0.0648
H 5.0185 3.2790 0.4965
O -4.5708 -0.9716 2.3326
H -5.3040 -1.3912 2.7952
H -4.7860 -1.0745 1.3950
O -0.5480 2.1712 2.7661
H -0.6696 3.1230 2.6584
H -1.4322 1.7671 2.5140
C 1.4815 -5.5742 3.0318
C 1.3353 -6.6023 1.9139
C 0.8070 -6.0003 0.6018
O 0.5929 -7.0793 -0.3021
C 1.0375 -6.8421 -1.6189
N 2.6583 -7.2058 1.6268
H 0.4382 -5.2755 3.1940
H 2.0135 -4.6627 2.7607
H 1.7918 -5.9416 4.0087
H 0.7158 -7.3956 2.3373
H 1.4612 -5.2011 0.2444
H -0.1508 -5.4962 0.7814
H 2.1259 -6.8718 -1.7212
H 0.6762 -5.9220 -2.0781
H 0.6722 -7.6866 -2.2064
H 2.5915 -8.2124 1.7220
H 2.9580 -7.1124 0.6635
C 0.4729 -4.3210 -4.9381
C 0.5360 -3.4578 -3.6712
C 2.0068 -3.2365 -3.2551
O 2.5086 -4.5283 -2.9534
C 3.5130 -4.4555 -1.9541
N -0.1528 -2.1687 -3.9427
H -0.4550 -4.2019 -5.5006
H 0.5180 -5.3913 -4.7276
H 1.3091 -4.1171 -5.6086
H -0.1649 -3.8973 -2.9553
H 1.9867 -2.6555 -2.3255
H 2.6731 -2.7582 -3.9770
H 4.2864 -3.7680 -2.3156
H 4.0583 -5.4006 -1.9805
H 3.2011 -4.1983 -0.9413
H -1.1107 -2.3789 -4.1953
H -0.1810 -1.7578 -3.0137
C 1.2706 7.5858 3.0082
C 0.2944 7.7067 1.8278
C 0.7298 6.9262 0.5880
O 2.0759 7.2901 0.2754
C 2.5533 6.5419 -0.8413
N -1.0543 7.3266 2.2393
H 1.3697 6.5304 3.2719
H 0.9744 8.2113 3.8537
H 2.2612 8.0054 2.8272
H 0.3830 8.7737 1.5884
H 0.0376 7.1811 -0.2199
H 0.6616 5.8445 0.7450
H 1.8956 5.7148 -1.1240
H 3.5522 6.1355 -0.6941
H 2.5200 7.2075 -1.7074
H -1.3064 7.9307 3.0142
H -1.6031 7.6325 1.4402
C -5.5779 5.2856 0.2465
C -4.3463 4.5250 0.7816
C -3.0859 5.2696 1.1786
O -2.5392 6.0593 0.1232
C -2.0795 5.2762 -0.9637
N -4.7274 3.5473 1.8101
H -5.9372 6.0172 0.9723
H -6.3374 4.5294 0.0558
H -5.2996 5.7923 -0.6769
H -4.1277 3.8344 -0.0441
H -2.3267 4.6044 1.5988
H -3.3615 6.0333 1.9085
H -1.7365 4.2837 -0.6668
H -1.2830 5.7970 -1.4974
H -2.8373 5.1519 -1.7422
H -4.7802 4.0242 2.7103
H -5.7018 3.3391 1.6192
C -2.1153 3.3617 -4.0001
C -2.7126 3.9052 -5.2836
C -1.6474 3.8985 -6.4338
O -2.2422 4.4136 -7.6071
C -1.3252 4.3996 -8.6932
N -3.8435 3.0925 -5.6988
H -1.3459 4.0665 -3.6603
H -1.5844 2.4162 -4.1172
H -2.7821 3.3659 -3.1379
H -3.0248 4.9411 -5.1435
H -1.2370 2.9116 -6.6821
H -0.7713 4.4694 -6.0983
H -1.7917 4.9007 -9.5363
H -1.1287 3.3504 -8.9396
H -0.3641 4.8311 -8.4047
H -3.5184 2.1385 -5.8304
H -4.0415 3.3851 -6.6532
C -1.2231 -4.7505 5.7775
C -1.9229 -4.7426 4.3920
C -2.0663 -6.1826 3.8941
O -2.8405 -6.1809 2.7071
C -2.8337 -7.5001 2.0862
N -3.2428 -4.1229 4.6203
H -1.7379 -5.3177 6.5521
H -1.1936 -3.7173 6.1279
H -0.2114 -5.1294 5.6344
H -1.4219 -4.0991 3.6685
H -2.6238 -6.7943 4.6134
H -1.1064 -6.6362 3.6354
H -1.8075 -7.8465 1.9554
H -3.2283 -7.3659 1.0821
H -3.4319 -8.1714 2.6995
H -3.6665 -4.5986 5.4129
H -3.8277 -4.4649 3.8566
C 1.1483 1.1843 -5.8447
C 2.3965 0.3579 -5.6255
C 2.7790 0.2097 -4.1461
O 4.0475 -0.4075 -4.0759
C 4.4583 -0.6332 -2.7320
N 2.1701 -0.9577 -6.2530
H 1.1519 2.2129 -5.4731
H 0.2739 0.6587 -5.4573
H 1.0899 1.3425 -6.9232
H 3.1742 0.7992 -6.2528
H 2.0563 -0.4516 -3.6481
H 2.7764 1.1047 -3.5106
H 4.5505 0.2957 -2.1673
H 5.4666 -1.0335 -2.8582
H 3.8581 -1.4430 -2.3172
H 3.0747 -1.3953 -6.3735
H 1.6088 -1.4807 -5.5864
```

=====

Going through the records in order, we get maximum force values of 3.01, 3.92, 0.84, 4.85, 0.52, 6.25, 5.36 eV/Å.